(1)
ORCA calculation (wB97M-V/def2-TZVPD) on a molecular structure, C28H31Br2MnN5O2Si in a non-equilibrium geometry.

- Net charge: -1
- Orbital gap (spin up / spin down): 5.129 / 5.820 eV
- Expectation value of S²: 6.34
- LUMO level (spin up / spin down): 0.0789 / 0.0789 Ha
- Multiplicity: 5

Last column: Mulliken charge in e.
CARTESIAN COORDINATES (ANGSTROEM)
Mn1 0.318 -0.333 0.597  0.29
C1 0.279 -1.093 4.288  -1.16
C2 0.036 0.318 3.822  0.64
C3 -0.216 1.343 4.720  -0.93
C4 -0.405 2.639 4.221  -0.51
C5 -0.325 2.895 2.871  -0.96
C6 -0.049 1.817 1.985  0.67
N1 0.091 0.550 2.502  0.47
N2 0.117 1.834 0.660  0.37
Si1 -0.025 3.131 -0.447  -0.25
C7 1.418 4.309 -0.292  -1.16
C8 -0.073 2.396 -2.157  -0.61
C9 -1.626 4.109 -0.251  -1.07
H1 -0.661 -1.558 4.598  0.22
H2 0.957 -1.094 5.146  0.45
H3 0.713 -1.684 3.484  0.00
H4 -0.248 1.137 5.785  0.43
H5 -0.602 3.453 4.914  0.40
H6 -0.441 3.897 2.475  0.29
H7 2.336 3.808 -0.628  0.29
H8 1.564 4.623 0.750  0.32
H9 1.273 5.211 -0.906  0.37
H10 0.886 1.922 -2.411  0.10
H11 -0.311 3.153 -2.921  0.51
H12 -0.843 1.611 -2.190  0.03
H13 -1.700 4.644 0.705  0.31
H14 -2.484 3.426 -0.323  0.24
H15 -1.718 4.848 -1.058  0.42
Br1 -3.636 -2.374 2.456  -0.17
C10 -2.383 -3.348 1.386  0.04
C11 -2.834 -4.458 0.696  -0.61
C12 -1.892 -5.155 -0.039  -0.34
C13 -0.574 -4.742 -0.002  -0.82
C14 -0.239 -3.605 0.720  1.02
N3 -1.152 -2.899 1.380  0.03
C15 1.235 -3.181 0.849  0.01
O1 2.032 -4.073 0.571  -0.80
O2 1.498 -1.990 1.228  -0.57
H16 -3.871 -4.762 0.741  0.43
H17 -2.191 -6.019 -0.621  0.41
H18 0.217 -5.270 -0.516  0.48
Br2 -3.894 -2.476 -3.063  -0.20
C16 -3.485 -1.197 -1.725  -0.61
C17 -4.459 -0.352 -1.251  -0.24
C18 -4.088 0.538 -0.271  -1.10
C19 -2.773 0.541 0.179  -0.38
N4 -1.851 -0.269 -0.294  1.17
C20 -2.193 -1.126 -1.232  -0.49
H19 -5.469 -0.388 -1.639  0.44
H20 -4.811 1.223 0.158  0.45
H21 -2.446 1.226 0.954  0.54
H22 -1.403 -1.778 -1.594  0.55
C21 3.589 0.514 0.284  -1.00
C22 3.489 0.144 -1.175  1.18
C23 4.582 0.248 -2.024  -0.87
C24 4.509 -0.121 -3.369  -0.76
C25 3.299 -0.613 -3.849  -0.74
C26 2.175 -0.736 -3.037  1.08
C27 0.873 -1.276 -3.573  -1.18
C28 2.231 -0.346 -1.672  -0.59
N5 1.112 -0.423 -0.922  0.33
H23 4.616 0.784 0.547  0.43
H24 3.276 -0.326 0.910  0.11
H25 2.933 1.355 0.525  -0.03
H26 5.523 0.618 -1.620  0.34
H27 5.374 -0.031 -4.021  0.36
H28 3.217 -0.913 -4.894  0.34
H29 0.858 -1.243 -4.667  0.42
H30 0.029 -0.690 -3.191  0.01
H31 0.715 -2.319 -3.260  0.22



(2)
ORCA calculation (wB97M-V/def2-TZVPD) on a molecular structure, C28H31ClN6O6PdSTe.

- ΔE to the lowest compared entry with this formula, charge and spin: 20.9 kcal per mole
- Net charge: +2
- Orbital gap (spin up / spin down): 8.432 / 5.530 eV
- Expectation value of S²: 6.02
- LUMO level (spin up / spin down): -0.2150 / -0.3212 Ha
- Multiplicity: 5

Last column: Mulliken charge in e.
CARTESIAN COORDINATES (ANGSTROEM)
Pd1 -0.946 0.439 -0.863  0.96
S1 4.728 -4.380 -2.284  0.21
N1 3.258 -4.288 -2.930  -0.65
C1 2.670 -3.225 -2.407  0.81
C2 1.335 -2.758 -2.715  0.49
C3 0.486 -3.383 -3.636  -0.61
C4 -0.763 -2.853 -3.857  -1.03
C5 -1.148 -1.708 -3.160  -0.37
N2 -0.345 -1.110 -2.295  -0.05
C6 0.879 -1.615 -2.054  -0.39
C7 1.717 -0.919 -1.074  -0.26
N3 1.194 0.158 -0.454  0.59
C8 1.933 0.850 0.404  -0.75
C9 3.244 0.496 0.707  -1.15
C10 3.791 -0.618 0.109  -0.75
C11 3.022 -1.349 -0.801  0.51
C12 3.495 -2.533 -1.482  0.94
N4 4.686 -3.087 -1.328  -0.66
H1 0.827 -4.269 -4.156  0.59
H2 -1.449 -3.303 -4.559  0.48
H3 -2.121 -1.254 -3.300  0.58
H4 1.447 1.700 0.866  0.72
H5 3.810 1.089 1.412  0.57
H6 4.803 -0.938 0.325  0.58
O1 -1.573 -1.385 0.098  -0.38
C13 -1.428 -2.111 1.105  0.57
C14 -2.475 -3.132 1.452  -1.18
C15 -1.968 -4.600 1.376  -0.78
C16 -0.463 -4.756 1.150  -0.36
C17 0.393 -4.336 2.345  -0.59
C18 -0.043 -2.994 2.934  -0.95
N5 -0.353 -2.016 1.889  0.01
H7 -3.306 -2.968 0.770  0.41
H8 -2.836 -2.897 2.456  0.42
H9 -2.494 -5.098 0.563  0.40
H10 -2.253 -5.123 2.289  0.29
H11 -0.171 -4.182 0.262  0.03
H12 -0.247 -5.797 0.910  0.46
H13 1.442 -4.292 2.044  0.32
H14 0.327 -5.085 3.137  0.36
H15 0.728 -2.569 3.572  0.51
H16 -0.930 -3.116 3.556  0.34
H17 0.382 -1.403 1.566  0.17
Te1 -0.275 3.470 -2.102  0.96
C19 1.575 4.054 -1.405  0.49
C20 2.680 4.005 -2.268  -0.65
C21 3.920 4.405 -1.810  -0.67
C22 4.066 4.859 -0.503  -0.45
C23 2.971 4.908 0.359  -0.74
C24 1.728 4.505 -0.084  0.04
H18 2.565 3.670 -3.293  0.42
H19 4.774 4.379 -2.473  0.44
H20 5.037 5.184 -0.154  0.44
H21 3.095 5.271 1.370  0.44
H22 0.876 4.538 0.584  0.45
C25 -3.695 3.501 2.515  -1.02
N6 -2.551 3.443 1.600  0.28
C26 -2.300 4.648 0.823  -0.86
C27 -1.869 2.326 1.425  0.52
C28 -2.215 1.154 2.290  -0.94
O2 -0.927 2.234 0.575  -0.20
H23 -4.052 4.525 2.557  0.38
H24 -3.414 3.198 3.521  0.34
H25 -4.506 2.868 2.155  0.34
H26 -2.219 5.500 1.497  0.45
H27 -3.113 4.816 0.117  0.35
H28 -1.371 4.543 0.274  -0.15
H29 -2.109 1.411 3.344  0.55
H30 -1.556 0.327 2.058  -0.41
H31 -3.246 0.846 2.113  0.41
O3 -3.229 0.929 -0.557  -0.65
Cl1 -3.473 1.643 -1.819  1.91
O4 -3.269 3.048 -1.607  -0.62
O5 -4.754 1.340 -2.309  -0.64
O6 -2.428 1.174 -2.737  -0.64



(3)
ORCA calculation (wB97M-V/def2-TZVPD) on a molecular structure, C28H31FeN7O4SSbSe in a non-equilibrium geometry.

- ΔE to the lowest compared entry with this formula, charge and spin: 0.0 kcal per mole
- Net charge: 0
- Orbital gap (spin up / spin down): 6.754 / 7.955 eV
- Expectation value of S²: 8.77
- LUMO level (spin up / spin down): 0.0014 / -0.0009 Ha
- Multiplicity: 6

Last column: Mulliken charge in e.
CARTESIAN COORDINATES (ANGSTROEM)
Fe1 0.025 0.092 -0.080  1.60
C1 -2.576 2.569 1.956  -0.80
C2 -1.285 2.899 2.621  0.71
C3 -1.115 4.052 3.393  -0.93
C4 0.075 4.277 4.040  -0.27
C5 1.117 3.370 3.912  -1.14
C6 0.881 2.264 3.112  0.30
N1 -0.275 2.010 2.466  0.29
Sb1 2.391 0.772 2.819  0.89
C7 0.893 -0.770 2.796  -0.39
C8 0.784 -1.361 4.037  -0.87
C9 -0.026 -2.471 4.159  -0.69
C10 -0.653 -2.979 3.026  -1.10
C11 -0.456 -2.357 1.800  0.55
C12 -0.887 -3.080 0.571  -1.10
N2 0.273 -1.222 1.697  1.11
C13 2.724 1.378 0.813  -0.18
C14 4.064 1.749 0.666  -0.93
C15 4.469 2.369 -0.499  -0.73
C16 3.521 2.580 -1.468  -0.91
C17 2.210 2.146 -1.291  0.64
C18 1.211 2.355 -2.387  -1.12
N3 1.796 1.526 -0.151  0.56
H1 -3.169 1.886 2.599  0.25
H2 -2.438 2.064 1.022  -0.21
H3 -3.228 3.425 1.762  0.43
H4 -1.973 4.723 3.490  0.43
H5 0.191 5.149 4.673  0.41
H6 2.082 3.496 4.399  0.41
H7 1.322 -0.951 4.875  0.50
H8 -0.155 -2.988 5.108  0.40
H9 -1.218 -3.885 3.068  0.57
H10 -0.260 -3.981 0.521  0.49
H11 -0.690 -2.501 -0.313  -0.29
H12 -1.919 -3.393 0.627  0.32
H13 4.747 1.555 1.484  0.45
H14 5.496 2.674 -0.654  0.43
H15 3.781 3.061 -2.387  0.46
H16 1.748 2.719 -3.264  0.51
H17 0.455 3.096 -2.150  0.20
H18 0.740 1.407 -2.657  -0.01
C19 3.834 -3.878 -2.738  -0.98
C20 3.812 -2.414 -3.145  -0.61
N4 2.490 -1.876 -3.316  -0.20
C21 1.676 -1.488 -2.287  0.12
S1 2.189 -1.445 -0.694  -0.33
N5 0.421 -1.189 -2.734  -2.02
N6 -0.426 -0.815 -1.843  2.02
C22 -1.805 -0.698 -2.290  1.60
C23 -2.155 -1.759 -3.350  -1.90
C24 -2.731 -0.841 -1.056  -0.16
C25 -4.092 -1.022 -1.245  -0.92
C26 -4.935 -0.997 -0.156  -0.64
C27 -4.393 -0.882 1.123  -1.34
C28 -3.015 -0.715 1.206  -1.09
N7 -2.207 -0.693 0.149  1.50
H19 4.872 -4.231 -2.675  0.38
H20 3.325 -4.481 -3.486  0.30
H21 3.364 -4.019 -1.750  0.24
H22 4.283 -2.290 -4.109  0.43
H23 4.344 -1.799 -2.422  0.28
H24 2.035 -1.961 -4.216  0.29
H25 -1.272 -2.042 -3.919  0.39
H26 -2.905 -1.412 -4.059  0.45
H27 -2.500 -2.680 -2.874  0.37
H28 -4.494 -1.106 -2.240  0.46
H29 -6.019 -1.064 -0.269  0.41
H30 -5.021 -0.848 1.992  0.48
H31 -2.520 -0.541 2.152  0.86
O1 -1.775 3.149 -2.965  -0.76
Se1 -2.192 1.985 -1.937  1.28
O2 -1.980 0.531 -2.934  -0.64
O3 -1.178 1.787 -0.732  -0.75
O4 -3.702 2.011 -1.389  -0.71